DFT (ωB97M-V/def2-TZVPD) results for the ion C9H13ClN with charge +1.

```
24
Properties=species:S:1:pos:R:3:forces:R:3
C -1.42284 -2.61315 -1.06079 -1.5 2.8 0.9
C -0.30502 -1.65088 -0.94284 1.4 2.1 0.5
Cl 1.06409 -2.44560 -0.12566 0.5 -0.3 -0.5
C -0.66110 -0.30392 -0.02569 0.4 -1.7 -0.6
C -1.00895 -0.89176 1.29013 -0.4 0.9 -1.0
C -0.27880 -0.74724 2.34853 2.9 1.7 1.8
C 1.12271 -0.05443 2.19635 -5.5 -2.7 1.1
C 1.44035 0.56932 1.11558 -0.5 1.2 -1.8
C 0.39156 0.79081 0.11926 -0.6 2.6 -3.0
C 0.29336 1.99531 -0.65710 0.4 -4.6 2.1
N 1.50789 2.82485 -0.60489 -2.0 0.2 0.1
H -1.21197 -3.40749 -1.65784 1.3 -2.7 -1.1
H -2.16414 -2.13733 -1.70887 -0.6 0.3 0.6
H -1.76368 -2.84414 -0.05654 -0.4 -0.6 -0.4
H -0.00848 -1.26841 -1.92541 0.3 -0.2 0.2
H -1.54611 0.01977 -0.54928 -0.4 0.7 0.0
H -1.86503 -1.48840 1.35821 -1.4 -0.5 0.0
H -0.68671 -1.02625 3.32413 0.7 -0.3 -0.3
H 1.75770 -0.14098 2.97888 2.0 -0.3 2.3
H 2.41892 0.96303 1.16552 1.0 0.8 -0.8
H -0.40037 2.15001 -1.44732 -0.3 0.3 -0.4
H 1.69808 2.83383 0.35330 0.4 0.9 2.4
H 1.43562 3.77481 -0.95780 0.2 -0.1 -0.3
H 2.24792 2.26530 -0.90851 1.9 -0.5 -1.8
```
Positions in Å, forces in eV/Å.

Results
- Structure (SMILES): C[C@H](Cl)[C@H]1C=CC=C/C1=C\[NH3+]
- Net charge: +1
- F_max: 6.20 eV/A
- LUMO energy: -0.14238 Ha
- Orbital gap: 8.5 eV
- Energy: -23546.83278 eV
- Relative energy (zero: lowest compared OMol25 entry of this formula, charge and spin): 0.993 eV

***

DFT (ωB97M-V/def2-TZVPD) results for a structure of composition C9H13FNSe3SiTeV.

```
30
Properties=species:S:1:pos:R:3:forces:R:3
V 0.09774 -0.30061 -2.25881 1.9 0.8 -0.6
Se 2.11484 -0.90161 -2.71011 0.0 -0.1 0.0
Se 0.94384 -4.97261 -3.11451 -0.2 0.3 -0.2
Te -0.97976 -3.96641 -4.10131 0.4 -0.5 -0.1
Se -1.39306 -1.66801 -3.20421 -1.8 -0.7 -0.5
C -0.02426 -2.84521 -0.14511 -0.1 0.8 0.3
Si -0.04586 -1.16351 0.76949 0.0 -0.9 0.2
C 1.58094 -1.06481 1.76699 -0.8 0.1 -0.3
C -1.64626 -1.06051 1.81979 0.8 0.1 -0.4
N -0.08626 0.10839 -0.45141 -0.3 -1.0 0.6
C -0.06246 1.43059 -0.15421 0.0 1.6 0.1
C -0.04126 2.00129 1.13279 0.0 -0.2 -0.3
C -0.00966 3.36929 1.31629 0.0 0.2 0.0
C 0.00684 4.24529 0.24069 0.0 -0.1 0.0
C -0.02526 3.72959 -1.04481 0.0 -0.2 -0.3
C -0.06196 2.36659 -1.19721 0.0 0.4 0.7
F -0.10946 1.83239 -2.49241 0.0 -0.4 0.2
H 0.11924 -3.64201 0.57709 0.1 -0.1 0.3
H 0.79214 -2.91851 -0.86731 -0.1 0.0 0.0
H -0.96286 -3.04971 -0.65791 0.0 0.0 0.0
H 1.69544 -1.95141 2.38039 0.0 -0.2 0.1
H 1.63154 -0.20131 2.42089 0.0 0.2 0.1
H 2.43034 -1.01771 1.08869 0.0 0.0 -0.2
H -1.73086 -1.94321 2.44369 0.0 -0.2 0.2
H -2.53246 -1.01521 1.19019 0.0 0.0 -0.2
H -1.66936 -0.19321 2.47109 0.0 0.2 0.1
H -0.04856 1.34519 1.98529 0.0 -0.1 0.2
H -0.00006 3.76969 2.31879 0.0 0.0 0.1
H 0.04274 5.31169 0.39259 0.0 0.1 0.0
H -0.02596 4.36569 -1.91541 0.0 0.1 -0.1
```
Positions in Å, forces in eV/Å.

Results
- F_max: 2.19 eV/A
- LUMO energy (alpha / beta): -0.05466 / -0.07383 Ha
- Orbital gap (alpha / beta): 6.3 / 6.2 eV
- Spin multiplicity: 3
- Energy: -250650.55371 eV
- <S²>: 2.2013
- Relative energy (zero: lowest compared OMol25 entry of this formula, charge and spin): 1.671 eV

***

DFT (ωB97M-V/def2-TZVPD) results for a structure of composition C9H13FeN4O4S5.

```
36
Properties=species:S:1:pos:R:3:forces:R:3
Fe 0.56745 1.30734 -0.50559 -0.2 0.2 0.9
N 0.10345 3.68944 -0.38679 0.2 -0.8 -0.3
C -0.51535 3.74294 0.94271 0.1 0.3 0.5
C 0.43975 3.06034 1.93211 -0.6 1.0 0.3
O 0.89135 3.65484 2.89301 0.0 -0.1 -0.1
N 0.71645 1.77714 1.58011 1.1 -0.9 -0.5
C 1.87355 1.22854 2.13621 -1.1 0.2 0.9
C 3.13865 1.44934 1.04641 0.3 -0.1 -0.1
O 4.22755 1.35994 1.53831 0.0 0.0 0.4
O 2.72675 1.65164 -0.10179 -0.9 0.2 -1.3
H -0.50065 4.11574 -1.08019 0.1 -0.1 0.0
H 0.98365 4.19764 -0.37309 -0.1 0.0 -0.1
H -0.69365 4.76994 1.28461 0.0 -0.2 0.0
H -1.46015 3.19454 0.90661 0.1 0.0 0.0
H 2.19045 1.70754 3.06511 0.0 -0.1 -0.2
H 1.81445 0.14434 2.21981 0.2 0.0 -0.2
N -2.20435 -0.82496 -1.92859 -0.1 0.2 0.0
C -2.50725 0.33054 -1.30999 -0.3 -0.8 -0.4
N -3.79835 0.51304 -0.95189 -0.1 0.2 0.1
O -1.67105 1.21914 -1.10819 1.2 0.9 0.4
H -2.85415 -1.59086 -1.97329 0.0 0.0 0.0
H -1.22165 -1.05326 -2.02409 0.0 -0.1 0.1
H -4.50705 -0.18106 -1.09759 0.0 0.0 0.0
H -4.04865 1.38004 -0.51319 0.0 0.0 0.0
C 0.81575 -3.66336 -2.86679 -0.3 -0.1 0.3
S -0.71955 -3.76726 -1.89389 0.1 -0.1 -0.1
C -0.11025 -3.47266 -0.27099 0.2 0.4 0.0
C 0.53995 -2.35146 0.13901 -0.6 -0.6 0.7
S 0.91025 -1.00216 -0.85289 0.6 0.4 -0.9
S 1.07425 -2.37816 1.82801 -0.4 -0.4 -0.5
C 0.41045 -3.93756 2.24521 -0.1 -0.1 0.1
S 0.48845 -4.59016 3.74181 0.1 0.1 0.0
S -0.36475 -4.74116 0.90791 0.4 0.4 0.1
H 0.52365 -3.86146 -3.89129 0.0 0.0 -0.2
H 1.51445 -4.41336 -2.51339 0.1 -0.1 -0.1
H 1.22615 -2.66506 -2.76339 0.1 0.0 -0.1
```
Positions in Å, forces in eV/Å.

Results
- F_max: 1.57 eV/A
- LUMO energy (alpha / beta): -0.00437 / -0.10459 Ha
- Orbital gap (alpha / beta): 7.5 / 4.8 eV
- Spin multiplicity: 6
- Energy: -112258.70486 eV
- <S²>: 8.7693

***

DFT (ωB97M-V/def2-TZVPD) results for the ion C9H13N3 with charge +2.

```
25
Properties=species:S:1:pos:R:3:forces:R:3
C -2.05190 0.18615 -1.05171 -1.8 0.1 -0.3
C 2.70944 -0.30339 -0.27243 1.9 1.6 1.3
C 0.73162 -1.31532 -0.43340 -5.1 -2.1 1.4
C -2.38840 -1.05884 -0.45047 -0.4 0.1 1.3
C 1.78484 -1.05597 -1.21645 2.6 1.1 -0.8
C 1.21489 1.63465 -0.10743 1.1 -1.6 -0.5
C -1.33127 -1.06576 0.75636 -0.5 -1.3 -0.8
C 0.08081 0.88775 0.46294 0.1 -0.4 0.3
C -0.71036 1.60753 1.46530 -1.9 3.7 -1.6
N 2.47608 0.87403 0.05845 0.0 -0.3 0.5
N -1.51884 1.10514 -1.45522 0.8 1.6 -0.6
N -0.05085 -0.48691 0.30776 0.4 0.6 -0.2
H 3.61621 -0.82896 0.12348 -0.6 0.4 -0.7
H 0.28235 -2.33906 -0.51720 0.6 0.7 0.8
H -3.41965 -1.17461 0.04046 1.4 0.2 -1.3
H -2.16269 -1.76311 -1.29024 -0.4 -0.3 1.2
H 1.59289 -0.31504 -1.94476 -0.3 1.1 -1.2
H 2.32669 -1.85493 -1.62792 0.1 -1.5 -0.7
H 0.93767 1.67551 -1.23144 0.5 0.7 1.3
H 1.40483 2.55048 0.48607 -0.6 -0.1 -1.2
H -1.65146 -0.72616 1.73999 -0.1 0.6 -0.5
H -1.16239 -2.09695 0.85803 0.5 -1.4 0.7
H -0.49043 2.73124 1.38142 0.1 -1.5 -0.1
H -0.38537 1.41028 2.43462 0.8 -0.9 2.0
H -1.83467 1.72223 1.48380 1.0 -1.3 -0.4
```
Positions in Å, forces in eV/Å.

Results
- Net charge: +2
- F_max: 5.72 eV/A
- LUMO energy (alpha / beta): -0.40800 / -0.40804 Ha
- Orbital gap (alpha / beta): 7.4 / 7.4 eV
- Energy: -13991.35697 eV
- Relative energy (zero: lowest compared OMol25 entry of this formula, charge and spin): 6.317 eV

***

DFT (ωB97M-V/def2-TZVPD) results for the ion C9H13N4OS with charge +1.

```
28
Properties=species:S:1:pos:R:3:forces:R:3
C 4.24571 -0.71977 0.76361 1.0 1.2 -0.6
C 4.04835 -1.99876 0.14542 0.1 -2.3 0.3
C 3.24847 0.25406 0.70011 1.6 0.0 0.1
C 2.79481 -2.37202 -0.31673 1.1 1.4 1.4
C 1.93105 -0.03142 0.13742 3.4 -1.9 1.0
C 1.78612 -1.41377 -0.24038 -2.2 -0.6 -0.7
C -2.40796 0.42914 -0.65810 0.5 -0.4 -0.4
C -3.87021 2.35299 -0.94470 0.2 2.2 -1.4
C -1.24398 -0.07690 1.44118 1.7 -3.5 -1.7
N 0.98678 0.76982 -0.00292 -1.8 3.2 -0.8
N -3.02341 1.49391 -0.16997 0.1 -0.2 1.9
N -1.52304 -0.32566 0.01868 -1.3 1.9 -0.2
N -1.12171 -1.44275 -0.64922 -0.5 -0.1 -0.1
O -2.64951 0.14291 -1.92384 -2.0 3.6 1.6
S 0.31189 -2.09978 -0.81501 0.5 0.0 0.0
H 5.31423 -0.49398 1.13471 -2.1 -0.2 -0.4
H 4.79618 -2.87407 0.16606 -0.8 2.0 0.1
H 3.46660 1.30776 0.99953 -0.2 -1.1 -0.1
H 2.51622 -3.38192 -0.49500 0.2 -0.7 -0.6
H -3.33463 3.31954 -1.18547 0.1 -1.2 -0.3
H -4.16968 1.84931 -1.89218 -0.2 0.6 1.0
H -4.64960 2.83026 -0.34048 -0.4 -1.2 -0.1
H -0.33483 -0.75002 1.48864 -0.6 1.7 1.2
H -1.24962 0.91698 1.76351 1.0 1.6 -0.1
H -1.97969 -0.55708 2.00243 -1.4 -1.0 1.0
H 1.29761 1.74831 0.18188 -0.3 -0.9 0.1
H -2.99028 1.73258 0.83877 0.3 -0.7 -1.2
H -2.19585 -0.60970 -2.14794 2.1 -3.5 -1.0
```
Positions in Å, forces in eV/Å.

Results
- Net charge: +1
- F_max: 4.38 eV/A
- LUMO energy (alpha / beta): -0.16865 / -0.17629 Ha
- Orbital gap (alpha / beta): 6.8 / 6.5 eV
- Energy: -28376.47665 eV
- Relative energy (zero: lowest compared OMol25 entry of this formula, charge and spin): 4.079 eV

***

| no. | M (g/mol) |
| --- | --- |
| 1 | 170.66 |
| 2 | 597.72 |
| 3 | 457.41 |
| 4 | 163.22 |
| 5 | 225.30 |